i:
7 unconnected molecules or ions with the total composition H14O7, computed with the ωB97M-V functional and the def2-TZVPD basis.

The geometry in XYZ format:
```
21
H14O7, DFT the ωB97M-V functional and the def2-TZVPD basis
O -0.12 0.20 0.24
H 0.03 -0.80 0.60
H -0.96 0.26 -0.07
O 2.09 -3.03 2.25
H 1.50 -2.80 1.48
H 3.00 -2.97 1.93
O -2.87 0.98 -0.03
H -3.17 1.59 0.51
H -3.61 0.36 -0.33
O 0.36 -2.56 -0.01
H -0.38 -3.11 -0.09
H 0.39 -2.10 -0.90
O 1.57 2.00 1.40
H 2.03 1.84 2.22
H 1.09 1.26 1.17
O 1.53 0.96 -1.93
H 1.58 0.05 -2.49
H 0.93 0.77 -1.17
O -1.41 2.73 -1.49
H -1.84 2.10 -0.96
H -1.73 2.26 -2.34
```

LUMO in eV: -0.4
Multiplicity: 1
HOMO-LUMO gap in eV: 9.984
E_HOMO in eV: -10.37
SMILES string: O.O.O.O.O.O.O
Molecular weight in g/mol: 126.105
Total charge: 0



ii:
7 unconnected molecules or ions with the total composition H14O7, computed with the ωB97M-V functional and the def2-TZVPD basis.

The geometry in XYZ format:
```
21
H14O7, DFT the ωB97M-V functional and the def2-TZVPD basis
O -2.06 -2.56 1.08
H -2.17 -2.09 1.88
H -1.22 -2.29 0.76
O 0.22 0.60 -2.46
H 1.15 0.44 -2.62
H -0.12 -0.20 -2.83
O 1.55 1.32 1.10
H 2.14 1.32 0.32
H 0.65 1.62 0.89
O 0.10 -1.19 0.17
H 0.21 -1.14 -0.79
H 0.39 -0.37 0.53
O -0.83 2.29 0.55
H -1.16 2.11 1.46
H -1.56 1.96 0.05
O 0.98 0.96 3.61
H 1.36 1.72 4.04
H 1.28 0.90 2.69
O -0.23 -1.85 -3.10
H 0.40 -1.72 -3.80
H -1.08 -1.84 -3.54
```

LUMO in eV: 0.0
Multiplicity: 1
HOMO-LUMO gap in eV: 10.379
E_HOMO in eV: -10.41
SMILES string: O.O.O.O.O.O.O
Molecular weight in g/mol: 126.105
Total charge: 0



Winner for stability: ii



i:
A molecular structure, H14O7, computed with the ωB97M-V functional and the def2-TZVPD basis.

The geometry in XYZ format:
```
21
H14O7, DFT the ωB97M-V functional and the def2-TZVPD basis
O 0.15 3.12 -0.15
H 0.35 2.18 -0.11
H 0.49 3.47 0.67
O 0.41 -2.46 -0.93
H 0.72 -2.20 -1.80
H 0.65 -3.38 -0.86
O 0.00 0.04 -0.67
H -0.13 0.60 0.10
H 0.35 -0.78 -0.32
O 0.19 -1.86 1.03
H 0.61 -2.05 0.20
H -0.65 -2.33 0.99
O -1.47 -0.33 -1.89
H -0.65 -0.13 -1.43
H -1.25 -0.26 -2.82
O 0.70 0.88 1.35
H 1.29 0.35 0.80
H 0.87 0.57 2.24
O -1.00 1.66 0.86
H -0.10 1.47 1.12
H -1.53 1.44 1.62
```

LUMO in eV: -0.2
Multiplicity: 1
HOMO-LUMO gap in eV: 8.767
E_HOMO in eV: -8.93
Molecular weight in g/mol: 126.105
Total charge: 0



ii:
7 unconnected molecules or ions with the total composition H14O7, computed with the ωB97M-V functional and the def2-TZVPD basis.

The geometry in XYZ format:
```
21
H14O7, DFT the ωB97M-V functional and the def2-TZVPD basis
O 2.20 -0.09 -0.83
H 2.59 -0.54 -1.47
H 2.07 -0.90 -0.33
O 0.89 -1.66 1.30
H 0.69 -2.51 1.59
H 0.71 -1.18 2.04
O -3.08 -0.50 0.22
H -3.36 -0.28 1.04
H -2.78 -1.46 0.19
O -0.44 -0.05 -0.64
H 0.22 -0.67 -0.10
H -1.35 -0.47 -0.61
O -1.36 1.97 1.62
H -0.89 2.92 1.33
H -0.86 1.17 1.17
O 1.79 1.71 1.21
H 1.77 1.14 0.45
H 2.64 2.25 1.00
O -0.66 -0.47 -3.33
H -1.01 -0.01 -2.47
H 0.24 -0.35 -3.40
```

LUMO in eV: -0.1
Multiplicity: 1
HOMO-LUMO gap in eV: 10.166
E_HOMO in eV: -10.27
SMILES string: O.O.O.O.O.O.O
Molecular weight in g/mol: 126.105
Total charge: 0



Winner for stability: ii



i:
7 unconnected molecules or ions with the total composition H14O7, computed with the ωB97M-V functional and the def2-TZVPD basis.

The geometry in XYZ format:
```
21
H14O7, DFT the ωB97M-V functional and the def2-TZVPD basis
O 0.52 0.97 2.33
H 1.30 0.39 2.20
H -0.25 0.61 1.96
O -1.23 0.35 -1.80
H -1.34 0.83 -2.66
H -1.86 -0.37 -1.68
O 1.34 -1.45 -3.08
H 1.35 -1.23 -2.15
H 0.38 -1.62 -3.21
O -2.91 1.91 -0.54
H -2.71 2.85 -0.50
H -2.21 1.28 -0.88
O -1.66 -0.53 1.53
H -2.45 -0.11 1.28
H -1.27 -1.12 0.87
O 1.28 -0.35 -0.56
H 0.44 0.04 -0.85
H 1.51 0.03 0.32
O 2.87 -0.74 2.39
H 3.54 -1.09 1.78
H 3.36 -0.65 3.24
```

LUMO in eV: -0.1
Multiplicity: 1
HOMO-LUMO gap in eV: 10.462
E_HOMO in eV: -10.60
SMILES string: O.O.O.O.O.O.O
Molecular weight in g/mol: 126.105
Total charge: 0



ii:
7 unconnected molecules or ions with the total composition H14O7, computed with the ωB97M-V functional and the def2-TZVPD basis.

The geometry in XYZ format:
```
21
H14O7, DFT the ωB97M-V functional and the def2-TZVPD basis
O -4.29 3.25 2.49
H -4.70 2.82 3.24
H -3.75 2.57 2.08
O -0.16 3.46 -5.78
H 0.78 3.28 -5.73
H -0.52 3.00 -5.02
O 2.42 3.55 -0.53
H 1.91 3.15 0.18
H 1.90 3.38 -1.31
O -0.76 0.32 0.59
H -0.14 -0.31 0.95
H -0.68 0.21 -0.36
O -0.56 -0.85 -3.77
H -1.10 -0.89 -4.56
H -0.44 -1.77 -3.52
O -0.28 -4.47 5.27
H -0.11 -4.63 4.34
H -0.09 -5.31 5.69
O 3.57 -3.21 2.02
H 2.89 -3.58 1.46
H 4.11 -3.95 2.27
```

LUMO in eV: 0.0
Multiplicity: 1
HOMO-LUMO gap in eV: 11.415
E_HOMO in eV: -11.40
SMILES string: O.O.O.O.O.O.O
Molecular weight in g/mol: 126.105
Total charge: 0



iii:
7 unconnected molecules or ions with the total composition H14O7, computed with the ωB97M-V functional and the def2-TZVPD basis.

The geometry in XYZ format:
```
21
H14O7, DFT the ωB97M-V functional and the def2-TZVPD basis
H -0.01 0.57 1.56
H 1.30 -0.15 1.31
H 1.39 1.66 -0.47
H -0.14 1.62 -0.58
H 2.48 -0.56 -0.22
H 3.45 -0.24 0.95
H -2.30 -0.73 -0.40
H -3.86 -0.62 -0.02
H -0.51 -1.24 0.91
H -0.28 -2.17 -0.46
H 1.86 -1.13 -2.16
H 1.00 -0.05 -1.43
H -1.84 2.44 0.45
H -2.05 0.71 0.42
O 0.47 -0.27 1.76
O 0.64 1.66 -1.14
O 2.69 0.08 0.48
O -3.20 -0.23 -0.57
O -1.00 -1.91 0.24
O 1.30 -0.96 -1.30
O -1.40 1.52 0.68
```

LUMO in eV: 0.3
Multiplicity: 1
HOMO-LUMO gap in eV: 11.094
E_HOMO in eV: -10.76
SMILES string: O.O.O.O.O.O.O
Molecular weight in g/mol: 126.105
Total charge: 0



Winner for stability: iii



i:
2 unconnected molecules or ions with the total composition C3H9S, computed with the ωB97M-V functional and the def2-TZVPD basis.

The geometry in XYZ format:
```
13
C3H9S, DFT the ωB97M-V functional and the def2-TZVPD basis
C -3.22 -1.06 0.37
C -2.25 -0.57 1.59
H -2.70 -1.51 -0.45
H -3.63 -0.07 -0.05
H -4.11 -1.51 0.85
H -1.26 -0.39 1.12
H -2.65 0.36 1.90
H -1.91 -1.48 2.14
C 3.10 0.67 -0.72
S 1.24 0.54 -0.66
H 3.55 1.68 -0.70
H 3.55 0.04 0.03
H 3.51 -0.03 -1.68
```

LUMO in eV: 3.9
Multiplicity: 1
HOMO-LUMO gap in eV: 6.002
E_HOMO in eV: -2.07
Molecular weight in g/mol: 77.172
Total charge: -1



ii:
2 unconnected molecules or ions with the total composition C3H9S, computed with the ωB97M-V functional and the def2-TZVPD basis.

The geometry in XYZ format:
```
13
C3H9S, DFT the ωB97M-V functional and the def2-TZVPD basis
S 2.83 -2.86 1.80
H 2.54 -2.10 0.72
C -1.34 -0.10 -1.05
C 0.00 0.43 -0.56
C -0.04 1.08 0.82
H -1.43 -0.07 -2.14
H -1.53 -1.12 -0.71
H -2.18 0.51 -0.71
H 0.66 -0.42 -0.44
H 0.45 1.11 -1.27
H 0.99 1.34 1.07
H -0.22 0.29 1.55
H -0.74 1.91 0.93
```

LUMO in eV: 3.6
Multiplicity: 1
HOMO-LUMO gap in eV: 6.004
E_HOMO in eV: -2.39
Molecular weight in g/mol: 77.172
Total charge: -1



Winner for stability: ii



i:
A gas-phase ion, C2H2NO2S (charge -1), computed with the ωB97M-V functional and the def2-TZVPD basis.

The geometry in XYZ format:
```
8
C2H2NO2S, DFT the ωB97M-V functional and the def2-TZVPD basis
C -0.05 0.26 -0.11
C -0.71 1.39 0.56
N -0.44 2.61 0.34
O 1.70 -2.21 -1.15
O -0.18 -1.00 0.25
S 0.52 -2.57 -0.28
H 0.62 0.55 -0.91
H -1.45 0.98 1.31
```

LUMO (spin up / spin down) in eV: 3.5 / 3.5
Multiplicity: 1
HOMO-LUMO gap (spin up / spin down) in eV: 6.673 / 6.689
E_HOMO (spin up / spin down) in eV: -3.17 / -3.19
Molecular weight in g/mol: 104.110
Total charge: -1



ii:
A molecular structure, C2H2NO2S, computed with the ωB97M-V functional and the def2-TZVPD basis.

The geometry in XYZ format:
```
8
C2H2NO2S, DFT the ωB97M-V functional and the def2-TZVPD basis
C 0.69 1.22 -0.45
C 0.03 0.04 -0.06
N 2.38 1.86 -0.42
O 3.36 4.03 -0.96
O 0.07 2.17 -1.00
S 2.08 3.28 -0.88
H 0.51 -0.78 0.45
H -1.02 0.04 -0.22
```

LUMO in eV: 4.0
Multiplicity: 1
HOMO-LUMO gap in eV: 7.398
E_HOMO in eV: -3.36
Molecular weight in g/mol: 104.110
Total charge: -1



Winner for stability: ii